Entry 1:
Formula: C2H4ClNS
Source: the OMol25 dataset
Level of theory: ωB97M-V with the def2-TZVPD basis set

Last column: Löwdin charge in e.
Geometry (Å):
S: -1.70 1.19 -0.52  0.7926
C: -0.87 -0.21 -1.12  -0.5635
N: 0.06 -0.84 -0.56  -0.0511
C: 0.90 -0.51 0.49  -0.3171
Cl: 1.17 1.33 1.67  0.1423
H: -1.03 1.24 0.63  -0.2001
H: -1.23 -0.56 -2.08  0.0699
H: 0.77 -1.19 1.33  0.0712
H: 1.92 -0.44 0.15  0.0559

Computed properties:
**HOMO**: -9.8014 eV
**Relative energy (zero: lowest compared OMol25 entry of this formula, charge and spin)**: 32.5 kcal per mole
**Structure (SMILES)**: S/C=N\CCl
**E_LUMO**: 0.032 eV
**E**: -26985.2157 eV
**Orbital gap**: 0.3614 Eh

---

Entry 2:
Formula: C4HF3
Source: the OMol25 dataset
Level of theory: ωB97M-V with the def2-TZVPD basis set

Last column: Löwdin charge in e.
Geometry (Å):
C: 1.73 -2.18 -0.60  0.1178
C: 1.35 -1.30 0.08  -0.1103
C: 0.54 0.39 0.60  0.2254
C: -0.86 0.38 0.03  -0.7084
F: -1.80 -0.34 0.56  0.1927
F: -1.33 1.64 -0.02  0.1067
F: -0.86 0.15 -1.33  0.0826
H: 1.22 1.26 0.69  0.0935

Computed properties:
**HOMO (alpha / beta)**: -10.8403 / -11.2392 eV
**Relative energy (zero: lowest compared OMol25 entry of this formula, charge and spin)**: 65.6 kcal per mole
**E_LUMO (alpha / beta)**: 0.203 / -3.178 eV
**E**: -12307.2295 eV
**Multiplicity**: 3
**Orbital gap (alpha / beta)**: 0.4058 / 0.2962 Eh
**<S²>**: 2.041